Record 1
Entry from the Open Molecules 2025 dataset: the molecule C3H7NO4 in a non-equilibrium geometry (ωB97M-V with the def2-TZVPD basis set).

Each line ends with the natural charge from an NBO analysis.
Atoms and positions in Å:
C -1.811 -1.601 -0.597  -0.419
N -0.610 -0.810 -0.598  -0.597
C -0.415 0.260 0.250  0.622
O -1.272 0.707 1.016  -0.629
C 1.046 0.871 0.204  0.644
O 1.977 -0.115 0.568  -0.721
O 1.396 1.352 -1.060  -0.699
O 1.190 1.931 1.113  -0.732
H -2.634 -1.077 -0.106  0.235
H -1.601 -2.532 -0.063  0.196
H -2.076 -1.830 -1.632  0.204
H 0.196 -1.119 -1.134  0.413
H 2.093 0.049 1.518  0.492
H 2.245 1.785 -0.879  0.485
H 0.276 2.128 1.401  0.507

Calculated values
Energy above the lowest of the compared OMol25 structures with the same formula, charge and spin in kcal per mole: 21.6
HOMO in eV: -10.05
Lowest unoccupied orbital energy in eV: 0.7
SMILES string: CNC(=O)C(O)(O)O
Kohn-Sham gap in eV: 10.7289

---

Record 2
Entry from the Open Molecules 2025 dataset: C10H9CeN2O5 as an isolated structure in a non-equilibrium geometry (ωB97M-V with the def2-TZVPD basis set).

Each line ends with the Löwdin charge.
Atoms and positions in Å:
O -0.098 5.134 -2.139  0.027
C -0.169 4.487 -3.079  0.006
Ce 0.148 -0.229 -1.386  1.505
C 0.280 -2.545 -2.277  -0.026
O 0.358 -3.525 -2.898  0.275
C -1.197 -0.811 -4.887  0.159
O -0.507 -0.643 -5.863  0.359
C 1.867 -0.728 -3.208  -0.006
O 2.648 -1.138 -3.959  0.263
C -1.256 -0.803 -3.496  -0.300
O -2.291 -1.065 -2.816  0.121
H 1.615 0.598 -0.883  -0.033
C 0.019 2.231 3.709  0.040
C -0.097 1.074 2.808  -0.205
C -0.082 -0.300 3.078  0.106
C -0.127 -0.967 1.856  -0.261
N -0.265 -0.030 0.852  -0.175
N -0.240 1.205 1.480  0.077
C -0.119 -2.420 1.587  0.028
H -0.856 2.248 4.376  0.129
H 0.912 2.160 4.349  0.128
H 0.065 3.181 3.154  0.109
H -0.051 -0.761 4.057  0.160
H -0.210 2.093 0.971  0.191
H 0.788 -2.882 2.012  0.130
H -0.980 -2.896 2.090  0.134
H -0.154 -2.668 0.510  0.059

Calculated values
Energy above the lowest of the compared OMol25 structures with the same formula, charge and spin in kcal per mole: 13.8
HOMO (spin up / spin down) in eV: -19.91 / -19.91
Lowest unoccupied orbital energy (spin up / spin down) in eV: -14.3 / -14.3
Total charge: +3
Kohn-Sham gap (spin up / spin down) in eV: 5.5908 / 5.5915

---

Record 3
Entry from the Open Molecules 2025 dataset: the molecule C18H18O4 (ωB97M-V with the def2-TZVPD basis set).

Each line ends with the natural charge from an NBO analysis.
Atoms and positions in Å:
C 3.590 1.756 -1.820  -0.596
C 3.585 2.213 -0.358  -0.502
C 2.839 1.199 0.480  0.596
O 3.420 0.259 0.983  -0.563
C 1.369 1.338 0.613  -0.208
C 0.722 0.496 1.523  -0.129
C -0.651 0.479 1.623  -0.244
C -1.406 1.279 0.772  0.328
O -2.780 1.222 0.850  -0.500
C -3.560 0.711 -0.126  0.806
O -4.749 0.767 0.003  -0.548
C -2.882 0.082 -1.336  -0.547
C -1.743 -0.828 -0.965  -0.080
C -0.473 -0.650 -1.491  -0.120
C 0.593 -1.426 -1.072  -0.323
C 0.397 -2.417 -0.116  0.317
O 1.372 -3.201 0.403  -0.492
C 2.715 -2.928 0.064  -0.265
C -0.895 -2.646 0.364  -0.254
C -1.946 -1.862 -0.055  -0.196
C -0.778 2.179 -0.082  -0.301
C 0.600 2.211 -0.156  -0.117
H 4.136 2.469 -2.433  0.218
H 2.577 1.666 -2.206  0.202
H 4.075 0.786 -1.903  0.216
H 4.615 2.252 0.001  0.234
H 3.142 3.204 -0.264  0.212
H 1.324 -0.152 2.141  0.242
H -1.153 -0.174 2.319  0.238
H -2.527 0.885 -1.986  0.239
H -3.662 -0.464 -1.871  0.255
H -0.301 0.121 -2.228  0.202
H 1.572 -1.241 -1.486  0.223
H 3.309 -3.641 0.632  0.200
H 2.897 -3.079 -1.005  0.169
H 3.001 -1.911 0.349  0.208
H -1.042 -3.438 1.081  0.227
H -2.937 -2.035 0.341  0.218
H -1.376 2.840 -0.693  0.226
H 1.065 2.905 -0.838  0.210

Calculated values
Energy above the lowest of the compared OMol25 structures with the same formula, charge and spin in kcal per mole: 4.9
HOMO in eV: -8.37
Lowest unoccupied orbital energy in eV: 0.0
SMILES string: CCC(=O)c1ccc(OC(=O)Cc2ccc(OC)cc2)cc1
Kohn-Sham gap in eV: 8.3645

---

Record 4
Entry from the Open Molecules 2025 dataset: a 3-piece molecular cluster, C5H13NO2 overall in a non-equilibrium geometry (ωB97M-V with the def2-TZVPD basis set).

Each line ends with the natural charge from an NBO analysis.
Atoms and positions in Å:
N -1.267 -0.292 1.199  -0.738
C -0.195 0.714 1.310  -0.164
C 1.070 0.004 1.289  0.228
C 1.623 -0.472 0.104  -0.341
C 2.706 -1.266 0.073  -0.110
C -0.257 1.805 0.211  -0.607
H -1.846 -0.177 0.318  0.470
H -0.292 1.278 2.241  0.188
H 1.448 -0.432 2.201  0.200
H 1.165 -0.177 -0.851  0.300
H 3.211 -1.576 0.979  0.194
H 3.115 -1.604 -0.873  0.222
H 0.599 2.481 0.294  0.198
H -1.186 2.377 0.339  0.250
H -0.289 1.369 -0.765  0.249
H -3.397 0.200 -1.625  0.448
H -0.910 -1.239 1.265  0.358
O -2.549 0.254 -1.183  -1.239
H -1.438 -0.500 -1.819  0.515
H -0.769 -1.764 -2.606  0.457
O -0.541 -0.984 -2.102  -1.078

Calculated values
Energy above the lowest of the compared OMol25 structures with the same formula, charge and spin in kcal per mole: 128.5
HOMO in eV: -7.77
Lowest unoccupied orbital energy in eV: -3.1
Kohn-Sham gap in eV: 4.6599

---

Record 5
Entry from the Open Molecules 2025 dataset: a 12-piece molecular cluster, C12H48N24O12 overall in a non-equilibrium geometry (ωB97M-V with the def2-TZVPD basis set).

Each line ends with the Löwdin charge.
Atoms and positions in Å:
N 14.690 14.202 13.431  0.174
C 15.110 14.202 14.611  -0.843
N 16.395 13.955 14.571  0.170
O 14.520 14.462 15.613  0.067
H 15.269 13.866 12.674  0.053
H 13.790 14.558 13.142  0.121
H 16.860 13.480 13.811  0.082
H 16.794 14.183 15.470  0.120
N 9.502 8.510 15.154  0.203
C 8.271 8.833 15.135  -0.786
N 7.496 7.756 15.043  0.147
O 7.818 9.946 15.324  0.019
H 9.788 7.547 15.049  0.097
H 10.168 9.265 15.235  0.090
H 7.985 6.881 15.171  0.097
H 6.537 7.825 15.351  0.110
N 17.942 11.148 13.103  0.186
C 17.663 10.583 14.192  -0.845
N 18.668 10.373 14.976  0.176
O 16.545 10.357 14.591  0.044
H 17.204 11.669 12.652  0.073
H 18.831 11.574 12.881  0.124
H 18.378 10.115 15.908  0.101
H 19.611 10.694 14.809  0.110
N 10.536 12.810 12.583  0.161
C 10.639 12.345 11.342  -0.873
N 11.447 13.064 10.643  0.176
O 10.101 11.392 11.017  0.116
H 10.853 13.712 12.908  0.094
H 9.868 12.301 13.143  0.115
H 11.902 12.702 9.817  0.113
H 11.771 13.920 11.070  0.101
N 14.143 10.315 8.782  0.168
C 13.037 9.926 8.281  -0.779
N 13.026 10.248 6.980  0.148
O 12.087 9.494 8.892  0.054
H 14.237 10.190 9.780  0.087
H 14.963 10.664 8.307  0.104
H 13.773 10.705 6.478  0.097
H 12.388 9.861 6.299  0.110
N 13.240 11.127 13.285  0.202
C 12.731 10.450 14.312  -0.682
N 13.238 9.225 14.393  0.191
O 11.927 10.901 15.130  0.000
H 13.187 12.130 13.174  0.082
H 13.800 10.603 12.627  0.060
H 14.168 9.136 14.011  0.071
H 13.049 8.710 15.242  0.058
N 13.994 8.306 18.058  0.198
C 12.815 8.481 17.691  -0.826
N 12.227 9.559 18.220  0.186
O 12.291 7.885 16.806  0.038
H 14.387 8.707 18.898  0.139
H 14.385 7.513 17.569  0.084
H 12.852 10.120 18.781  0.106
H 11.566 9.990 17.590  0.100
N 15.417 6.911 15.970  0.172
C 16.695 7.122 16.298  -0.726
N 17.476 6.122 16.321  0.177
O 17.150 8.289 16.418  -0.012
H 15.232 5.930 15.816  0.118
H 14.708 7.630 15.969  0.079
H 17.095 5.203 16.147  0.114
H 18.454 6.208 16.559  0.133
N 17.445 12.928 9.460  0.179
C 16.645 12.476 10.367  -0.759
N 16.530 11.174 10.377  0.178
O 16.145 13.255 11.160  0.026
H 17.747 12.269 8.756  0.111
H 17.828 13.862 9.440  0.133
H 16.837 10.639 9.577  0.113
H 16.053 10.575 11.036  0.074
N 16.230 7.298 12.087  0.174
C 15.185 8.071 11.726  -0.735
N 14.480 7.385 10.917  0.206
O 15.008 9.220 12.077  -0.006
H 16.341 6.308 11.920  0.111
H 16.568 7.765 12.915  0.105
H 13.667 7.882 10.583  0.106
H 14.581 6.380 10.948  0.129
N 10.522 5.805 11.667  0.138
C 11.133 6.569 12.610  -0.752
N 11.225 7.809 12.137  0.177
O 11.401 6.186 13.706  0.041
H 10.228 4.853 11.832  0.104
H 10.199 6.261 10.825  0.094
H 11.674 8.579 12.613  0.085
H 10.628 8.036 11.355  0.105
N 10.959 13.695 15.973  0.175
C 9.989 13.671 16.872  -0.714
N 9.141 12.639 16.871  0.160
O 9.816 14.519 17.790  -0.046
H 11.532 14.483 16.237  0.103
H 11.360 12.950 15.419  0.058
H 8.365 12.648 17.517  0.110
H 9.315 11.799 16.338  0.070

Calculated values
Energy above the lowest of the compared OMol25 structures with the same formula, charge and spin in kcal per mole: 180.2
HOMO in eV: -7.99
Lowest unoccupied orbital energy in eV: -0.5
SMILES string: NC(N)=O.NC(N)=O.NC(N)=O.NC(N)=O.NC(N)=O.NC(N)=O.NC(N)=O.NC(N)=O.NC(N)=O.NC(N)=O.NC(N)=O.NC(N)=O
Kohn-Sham gap in eV: 7.5091

---

Record 6
Entry from the Open Molecules 2025 dataset: a 8-piece molecular cluster, C34H64N8O3P overall in a non-equilibrium geometry (ωB97M-V with the def2-TZVPD basis set).

Each line ends with the Löwdin charge.
Atoms and positions in Å:
N 0.411 3.493 -7.269  -0.073
C 0.508 2.524 -6.112  -0.289
C -0.600 2.887 -4.922  -0.222
C 0.030 2.803 -3.410  -0.241
C 0.598 1.320 -2.980  -0.240
C 0.904 1.217 -1.340  -0.336
C 1.967 0.006 -1.040  -0.328
P 1.379 -1.180 0.337  0.627
O 1.651 -0.617 1.817  -0.479
O -0.319 -1.633 0.223  -0.316
O 2.270 -2.712 0.204  -0.305
H -0.573 3.766 -7.491  0.055
H 0.942 3.179 -8.110  0.014
H 1.607 2.609 -5.667  0.111
H 0.352 1.388 -6.413  0.105
H -1.049 3.976 -5.041  0.102
H -1.514 2.136 -4.959  0.104
H 0.872 3.615 -3.332  0.114
H -0.851 3.049 -2.651  0.113
H -0.122 0.431 -3.227  0.106
H 1.637 1.059 -3.499  0.107
H 1.411 2.224 -0.999  0.089
H -0.116 1.129 -0.771  0.088
H 1.968 -0.650 -2.036  -0.014
H -0.418 -2.301 -0.534  0.064
H 2.738 -2.709 -0.689  0.007
C -0.570 -0.968 5.281  -0.131
C 0.360 0.240 5.339  -0.263
C 1.073 0.377 6.686  -0.197
C 0.048 0.548 7.795  -0.165
N -0.802 0.690 8.715  0.085
H -1.379 -0.891 6.015  0.043
H -1.035 -1.041 4.292  0.067
H -0.020 -1.896 5.469  0.079
H -0.222 1.146 5.133  0.114
H 1.109 0.150 4.545  0.103
H 1.737 1.247 6.672  0.110
H 1.681 -0.511 6.891  0.114
C -4.543 -0.313 7.749  -0.115
C -4.948 -0.286 6.279  -0.283
C -6.423 -0.630 6.061  -0.194
C -6.704 -2.032 6.577  -0.172
N -6.938 -3.195 7.005  0.087
H -4.661 -1.311 8.183  0.068
H -3.491 -0.033 7.859  0.050
H -5.146 0.391 8.335  0.064
H -4.316 -0.991 5.725  0.052
H -4.749 0.712 5.874  0.111
H -6.665 -0.584 4.994  0.110
H -7.066 0.083 6.587  0.110
C 0.124 3.262 -11.946  -0.112
C 0.989 2.191 -12.604  -0.279
C 0.947 0.854 -11.862  -0.191
C 1.463 1.037 -10.444  -0.127
N 1.891 1.189 -9.267  0.144
H 0.470 3.497 -10.935  0.065
H 0.162 4.190 -12.525  0.073
H -0.922 2.939 -11.887  0.079
H 2.023 2.555 -12.658  0.111
H 0.646 2.041 -13.633  0.107
H 1.571 0.118 -12.379  0.112
H -0.077 0.466 -11.825  0.116
C 5.946 -0.283 -0.923  -0.108
C 6.591 -1.655 -1.095  -0.282
C 6.374 -2.244 -2.490  -0.200
C 4.886 -2.414 -2.750  -0.139
N 3.652 -2.556 -2.965  0.123
H 4.858 -0.331 -1.036  0.045
H 6.151 0.111 0.078  0.075
H 6.338 0.430 -1.657  0.075
H 6.185 -2.335 -0.336  0.112
H 7.667 -1.567 -0.906  0.100
H 6.867 -3.219 -2.567  0.105
H 6.801 -1.587 -3.256  0.111
C -0.845 -5.664 4.119  -0.115
C -1.978 -5.436 3.123  -0.276
C -2.289 -3.954 2.905  -0.174
C -2.715 -3.320 4.219  -0.123
N -3.068 -2.793 5.309  0.138
H -1.100 -5.286 5.115  0.068
H -0.639 -6.734 4.222  0.068
H 0.075 -5.169 3.787  0.082
H -2.875 -5.955 3.482  0.108
H -1.705 -5.889 2.164  0.108
H -3.097 -3.843 2.174  0.115
H -1.409 -3.429 2.520  0.114
C -7.253 -1.542 11.658  -0.114
C -6.145 -0.527 11.920  -0.274
C -6.680 0.879 12.201  -0.198
C -7.468 1.378 11.002  -0.168
N -8.123 1.792 10.006  0.098
H -7.835 -1.285 10.767  0.070
H -6.826 -2.536 11.491  0.076
H -7.938 -1.604 12.512  0.074
H -5.474 -0.503 11.052  0.106
H -5.551 -0.862 12.777  0.109
H -5.848 1.565 12.395  0.112
H -7.329 0.874 13.083  0.112
C 5.139 1.712 -8.812  -0.130
C 6.070 2.919 -8.754  -0.282
C 6.783 3.056 -7.407  -0.203
C 5.758 3.228 -6.298  -0.165
N 4.908 3.370 -5.378  0.117
H 4.331 1.789 -8.078  0.055
H 4.674 1.638 -9.801  0.054
H 5.690 0.783 -8.624  0.078
H 5.488 3.826 -8.960  0.112
H 6.819 2.830 -9.548  0.103
H 7.447 3.927 -7.421  0.108
H 7.391 2.168 -7.202  0.112

Calculated values
HOMO in eV: -3.17
Lowest unoccupied orbital energy in eV: 1.7
Total charge: -1
Kohn-Sham gap in eV: 4.8667

---

Number 1: E_tot -474.2519 Eh. Number 2: E_tot -1345.9001 Eh. Number 3: E_tot -997.6732 Eh. Number 4: E_tot -403.3719 Eh. Number 5: E_tot -2703.3738 Eh. Number 6: E_tot -2338.7792 Eh.